Computed, not measured: a 11-piece molecular cluster, C96H228Cl2N4O4P5 overall, with ωB97M-V/def2-TZVPD.

Atoms and positions in Å:
C 30.00903 23.25204 36.63669
C 30.29058 21.89630 35.99049
C 29.28940 21.73760 34.83495
C 29.49372 20.25252 34.38724
P 28.20151 19.66436 33.17314
C 27.83328 20.99707 31.97056
C 26.82831 20.67030 30.84540
C 26.79714 21.82731 29.82155
C 26.08033 23.02851 30.44586
C 26.67828 19.34925 34.05772
C 26.26475 20.40371 35.16016
C 24.89772 20.19353 35.76740
C 24.73118 18.79854 36.37425
C 28.69940 18.21023 32.21146
C 29.62134 17.29048 33.00941
C 29.95740 16.00299 32.19734
C 30.28773 16.33651 30.77756
H 28.91974 23.42950 36.86794
H 30.36391 24.03403 35.99342
H 30.62106 23.40753 37.51015
H 30.09818 21.21414 36.77436
H 31.27454 21.74640 35.59773
H 29.51295 22.46684 34.06051
H 28.28174 21.81920 35.24002
H 29.40090 19.51643 35.24793
H 30.48408 20.12224 34.05871
H 28.71875 21.39261 31.44657
H 27.52149 21.95911 32.49429
H 25.81876 20.56749 31.29514
H 27.12634 19.75157 30.34592
H 26.24366 21.47264 28.99826
H 27.80989 22.08159 29.45181
H 25.98870 23.88441 29.72983
H 26.74640 23.39596 31.19481
H 25.10645 22.76779 30.94263
H 26.82164 18.34910 34.58190
H 25.86197 19.26157 33.28899
H 26.29711 21.41431 34.81786
H 27.06346 20.36118 35.90949
H 24.04874 20.48122 35.10146
H 24.79441 21.00777 36.58472
H 25.47924 18.51187 37.12307
H 24.78456 18.14315 35.46641
H 23.79395 18.67916 36.85572
H 29.05120 18.46884 31.21276
H 27.79393 17.68118 32.00129
H 29.13284 16.99062 33.94535
H 30.51110 17.80965 33.32140
H 29.16374 15.28833 32.23840
H 30.78672 15.68824 32.82216
H 29.43974 16.74263 30.34168
H 30.49196 15.40034 30.30138
H 31.13686 17.01822 30.57412
C 21.54680 32.28031 18.49617
C 22.86322 31.53475 18.31953
C 23.18679 30.80430 19.61914
C 23.28345 31.71586 20.78869
P 23.56534 30.84806 22.41438
C 23.75475 32.11938 23.70608
C 22.84783 33.32616 23.47698
C 22.84701 34.32770 24.66467
C 21.73275 35.36225 24.51040
C 22.34197 29.52861 22.87185
C 20.94598 30.01008 23.36477
C 20.03214 30.11648 22.13036
C 18.65190 30.68684 22.55334
C 25.09374 29.98280 22.03062
C 25.88530 29.67013 23.32117
C 27.38193 29.28713 22.97492
C 27.45526 27.84954 22.36816
H 21.58083 33.13060 19.18836
H 20.82933 31.52125 18.83207
H 21.07148 32.62638 17.62560
H 23.61187 32.31194 18.06156
H 22.68724 30.81252 17.57118
H 24.05445 30.16840 19.49007
H 22.34987 30.08829 19.61648
H 22.37798 32.30303 20.79986
H 24.15424 32.33944 20.75622
H 24.78155 32.46210 23.74271
H 23.62471 31.59598 24.63301
H 21.78846 33.01888 23.34137
H 23.12107 33.87935 22.58834
H 23.83527 34.72263 24.65202
H 22.76033 33.85997 25.61233
H 20.78556 34.81050 24.40742
H 21.80304 35.94244 23.59376
H 21.69131 36.03367 25.35153
H 22.86930 28.96727 23.68154
H 22.36356 28.86292 21.99906
H 20.96136 30.97221 23.91103
H 20.54529 29.23474 24.00023
H 19.86015 29.13349 21.72394
H 20.42350 30.75024 21.31766
H 18.81078 31.68428 22.99424
H 18.30488 29.99111 23.31717
H 17.92047 30.79046 21.80281
H 25.71754 30.73662 21.55900
H 24.98001 29.10356 21.42904
H 25.35022 28.84151 23.82950
H 25.79982 30.46757 24.04942
H 28.03977 29.27454 23.81250
H 27.70070 30.02276 22.24769
H 27.09192 27.08075 23.04446
H 28.49214 27.58633 22.20853
H 26.88027 27.73947 21.44619
C 31.39458 23.30473 20.31499
C 32.84136 23.54977 20.82642
C 33.01885 22.77000 22.09432
C 34.19372 23.36116 22.92020
P 34.42262 22.52318 24.54932
C 36.05320 21.89367 24.64723
C 36.34950 20.70765 23.65792
C 36.37679 19.35188 24.36100
C 36.23379 18.12138 23.40604
C 34.27353 23.70717 25.91871
C 33.21489 24.80808 25.70080
C 32.91578 25.59666 26.93910
C 31.56079 26.31590 26.76625
C 33.28192 21.09212 24.86038
C 31.85518 21.33698 25.34343
C 31.00786 20.05318 25.52013
C 30.62863 19.33729 24.21884
H 31.10429 24.21079 19.74729
H 30.74392 23.21472 21.24052
H 31.18054 22.40306 19.73578
H 33.02368 24.60798 21.01621
H 33.60800 23.25705 20.09774
H 33.22083 21.75522 21.85019
H 32.06857 22.83532 22.61964
H 34.00415 24.41723 23.09562
H 35.18458 23.27434 22.39164
H 36.12995 21.73242 25.75063
H 36.53068 22.80331 24.36745
H 37.33619 20.82025 23.28166
H 35.62962 20.76203 22.81299
H 35.62071 19.23722 25.08208
H 37.32744 19.21912 24.91662
H 37.02609 17.96000 22.67668
H 35.30810 18.30218 22.79667
H 36.18009 17.15843 23.94432
H 35.25190 24.21559 25.96042
H 34.12264 23.15229 26.86680
H 32.24784 24.47599 25.35782
H 33.71461 25.51525 25.04358
H 33.63800 26.40252 27.10000
H 32.94721 25.13497 27.93701
H 31.30674 26.75200 27.73397
H 30.72706 25.69572 26.52239
H 31.64444 27.13636 26.01243
H 33.84912 20.53668 25.60928
H 33.39261 20.58062 23.87736
H 31.28400 21.94588 24.63452
H 31.96553 21.83976 26.26984
H 30.11951 20.16609 26.14712
H 31.63457 19.39357 26.18736
H 29.98727 18.51461 24.36833
H 31.56349 18.80084 23.85630
H 30.32372 20.14426 23.56503
C 18.19913 15.79554 23.85502
C 19.58146 15.53512 24.40224
C 20.58130 14.71590 23.48706
C 21.85147 14.50632 24.26299
P 23.31371 14.09228 23.30209
C 23.54058 15.29305 22.04993
C 23.57674 16.74508 22.59555
C 23.84248 17.72441 21.44806
C 22.76065 17.93962 20.38371
C 23.08106 12.47806 22.49916
C 24.36664 11.80043 22.13887
C 23.96030 10.37209 21.77143
C 25.01465 9.50940 21.06672
C 24.57832 13.89142 24.52583
C 26.00054 14.16944 24.16080
C 27.00377 13.84571 25.22026
C 28.42265 14.14909 24.90196
H 18.17505 16.26820 22.86448
H 17.61153 16.42008 24.51548
H 17.57451 14.88357 23.81948
H 19.38223 14.97106 25.33312
H 20.00574 16.57949 24.59263
H 20.62900 15.32723 22.54790
H 20.15629 13.80171 23.12629
H 21.69020 13.70421 24.98194
H 22.11973 15.37994 24.77570
H 22.71396 14.99250 21.32756
H 24.48385 15.02031 21.55109
H 24.34414 16.84905 23.35619
H 22.64652 16.96175 23.16889
H 24.78097 17.47525 20.94669
H 24.00441 18.74879 21.88525
H 22.73685 17.12644 19.66332
H 23.00178 18.85370 19.83085
H 21.82258 18.16065 20.93949
H 22.61325 12.69451 21.52939
H 22.42897 11.82417 23.11322
H 25.15478 11.63747 22.88118
H 24.75888 12.30393 21.29052
H 23.10587 10.33998 21.09955
H 23.70464 9.87178 22.70688
H 24.63982 8.49944 20.71942
H 25.85511 9.36157 21.72605
H 25.37570 10.08371 20.18301
H 24.55055 12.86649 24.93596
H 24.21543 14.49004 25.36011
H 26.05351 15.25090 23.98333
H 26.25682 13.62327 23.24451
H 26.94319 12.75477 25.33522
H 26.72211 14.29133 26.18736
H 28.85809 13.55350 24.09716
H 29.01066 14.04528 25.81239
H 28.48831 15.24345 24.63796
C 26.30603 30.70015 16.36851
C 25.96972 29.54224 17.33283
C 26.96422 28.35625 17.25383
C 26.98224 27.62863 15.91058
P 25.53076 26.48473 15.71875
C 23.95773 27.30464 15.55610
C 23.92986 28.31271 14.38479
C 22.57580 28.80523 13.96687
C 21.85904 27.86341 12.96112
C 25.53584 25.41303 17.15329
C 24.93382 24.02118 16.89883
C 24.90890 23.13165 18.09501
C 23.96168 21.98121 17.92563
C 25.92761 25.56763 14.14186
C 24.78330 25.14228 13.27508
C 25.27858 24.42096 12.00960
C 24.17376 24.25752 10.94530
H 26.10526 30.39519 15.32387
H 27.36146 31.03419 16.38798
H 25.70420 31.60458 16.50884
H 24.91275 29.22244 17.24171
H 26.11243 29.93108 18.33323
H 26.68432 27.66281 18.01218
H 27.95975 28.72710 17.57108
H 27.77863 26.91372 15.80011
H 27.07995 28.19912 14.99377
H 23.77288 27.77984 16.54553
H 23.18438 26.47110 15.55741
H 24.48006 27.87302 13.61431
H 24.51417 29.18145 14.70981
H 22.57817 29.80080 13.51085
H 21.96120 28.97303 14.82904
H 20.88341 28.32510 12.76082
H 21.67929 26.87514 13.42307
H 22.38888 27.77475 12.01084
H 24.80786 25.87018 17.87005
H 26.51348 25.46276 17.66274
H 25.50174 23.48763 16.12301
H 23.91945 24.21889 16.51128
H 24.69366 23.76640 18.95833
H 25.92390 22.72350 18.24216
H 22.94159 22.26806 17.89856
H 24.13400 21.19962 18.67980
H 24.24509 21.46947 17.00408
H 26.50142 24.65200 14.31166
H 26.50628 26.26653 13.54142
H 24.23444 26.00648 12.97084
H 24.18632 24.47266 13.90326
H 25.76121 23.43142 12.20668
H 26.00882 25.10728 11.52801
H 23.34909 23.55014 11.13544
H 24.66922 23.94900 10.07128
H 23.84010 25.24881 10.68041
C 17.19094 26.25348 29.43628
C 18.54905 26.43986 28.77021
C 19.68976 26.44094 29.78028
O 19.98046 25.00336 29.92170
C 21.35817 24.70688 30.06130
N 18.91611 25.41960 27.72323
H 19.29051 24.59883 28.20314
H 18.08465 25.30240 27.13265
H 19.58588 25.77676 26.98436
H 17.16904 25.35742 30.04027
H 16.33519 26.21904 28.74001
H 16.98547 27.14894 30.02351
H 18.56999 27.42914 28.29614
H 19.28741 26.84701 30.71658
H 20.54825 27.01539 29.38618
H 21.43267 23.62222 30.33298
H 21.87946 25.27156 30.84417
H 21.94195 24.86785 29.13812
C 6.72275 26.97986 21.69848
C 7.43630 28.20838 22.24973
C 8.69187 28.58114 21.53337
O 9.38147 29.53013 22.29287
C 9.67394 30.79189 21.57247
N 6.43233 29.42723 22.19589
H 5.69351 29.33759 22.95527
H 6.89311 30.32662 22.38919
H 5.98685 29.30728 21.30772
H 5.83334 26.78200 22.32792
H 7.38329 26.13078 21.81350
H 6.41806 27.04709 20.64288
H 7.63789 28.07872 23.28012
H 8.55783 28.90003 20.51386
H 9.30276 27.67568 21.52282
H 9.97536 31.54746 22.31228
H 8.77390 31.12547 21.09495
H 10.42239 30.55435 20.85492
C 21.03909 23.89973 21.91676
C 21.83739 24.27825 23.17532
C 23.18715 23.58199 23.31600
O 23.55582 23.95832 24.64804
C 24.90555 23.62807 25.11903
N 22.04470 25.82032 23.22368
H 22.57634 26.16885 22.35482
H 21.19847 26.28160 23.52970
H 22.64644 26.01620 24.00930
H 20.10493 24.49819 21.78998
H 20.71126 22.83505 21.93336
H 21.65768 24.00435 20.99775
H 21.27370 23.95731 24.03022
H 23.99269 23.92108 22.60912
H 23.09954 22.50149 23.09156
H 24.99180 23.85207 26.20625
H 25.52034 24.37263 24.58247
H 25.15451 22.59637 24.92473
C 15.37519 15.93757 12.61764
C 14.75515 15.89592 13.98807
C 15.09605 16.95405 15.08149
O 14.49458 16.43466 16.23017
C 14.79228 17.16809 17.39592
N 13.26887 15.74322 13.94565
H 13.05744 14.93539 13.33181
H 12.94956 15.53870 14.94232
H 12.84708 16.63428 13.69824
H 15.21708 14.97523 12.06203
H 16.45476 16.00094 12.64899
H 14.97212 16.79466 12.06470
H 15.09035 14.94841 14.42842
H 14.74967 17.97177 14.90091
H 16.16304 16.95244 15.18151
H 15.88321 17.12263 17.55671
H 14.16795 16.82763 18.22498
H 14.72796 18.25501 17.25470
Cl 24.01999 26.28211 21.05573
Cl 20.30900 26.74856 25.43835

Results
- LUMO level: -8.786 eV
- Net charge: +7